A structure of composition C40H42BiN6P2S2 in a non-equilibrium geometry, computed with ωB97M-V/def2-TZVPD.

The value obtained for the highest occupied orbital energy is -9.58 eV. Its energy is -97184.6354 eV. Its charge is +1. The energy above the lowest of the compared OMol25 structures with the same formula, charge and spin is 34.92 kcal/mol. As for the spin multiplicity: 1.

Geometry (Å):
1 Bi 0.02080 -0.13710 0.28280
2 C -0.71650 1.66110 2.90840
3 P 0.04860 0.05940 3.57150
4 C -0.41370 0.32500 5.32300
5 C -1.47430 -0.29040 5.97390
6 C -1.77530 0.06520 7.27850
7 C -1.02310 1.02390 7.93670
8 C 0.05850 1.61310 7.29960
9 C 0.36530 1.26280 5.99940
10 C -1.07930 -1.32110 3.09610
11 C -0.45370 -2.56850 3.07570
12 C -1.15250 -3.70610 2.72410
13 C -2.48980 -3.61110 2.37510
14 C -3.11710 -2.37520 2.37970
15 C -2.42020 -1.23390 2.74280
16 C 0.35970 2.33480 2.13300
17 C 1.13980 3.43370 2.38980
18 C 2.12780 3.48960 1.37990
19 C 1.92070 2.41570 0.55450
20 C 2.67050 1.89960 -0.62160
21 P 2.71750 0.05270 -0.50680
22 C 3.59210 -0.49190 -2.00950
23 C 3.83130 -1.85760 -2.15130
24 C 4.55910 -2.33200 -3.22530
25 C 5.03970 -1.44640 -4.17730
26 C 4.75950 -0.09510 -4.07050
27 C 4.03400 0.38430 -2.99360
28 C 3.89410 -0.24820 0.85600
29 C 5.11990 -0.88170 0.67910
30 C 5.92240 -1.14600 1.77550
31 C 5.51670 -0.77770 3.04730
32 C 4.30150 -0.13750 3.22600
33 C 3.48810 0.11560 2.13900
34 N 0.83510 1.71370 1.00820
35 H -1.03070 2.28610 3.74480
36 H -1.58650 1.46410 2.27620
37 H -2.06950 -1.03750 5.46730
38 H -2.61030 -0.40170 7.78060
39 H -1.27780 1.31300 8.94590
40 H 0.65640 2.35000 7.81510
41 H 1.20320 1.72190 5.48890
42 H 0.58730 -2.63660 3.36690
43 H -0.65430 -4.66510 2.73250
44 H -3.04370 -4.50380 2.12460
45 H -4.16380 -2.30330 2.12420
46 H -2.93500 -0.28560 2.75960
47 H 1.01900 4.11870 3.20520
48 H 2.90120 4.22390 1.28090
49 H 3.68900 2.29670 -0.63650
50 H 2.15700 2.15970 -1.55540
51 H 3.47120 -2.53870 -1.39100
52 H 4.76560 -3.38890 -3.30800
53 H 5.63790 -1.81020 -4.99720
54 H 5.12100 0.59120 -4.82210
55 H 3.82710 1.43970 -2.92800
56 H 5.45300 -1.16000 -0.31060
57 H 6.86820 -1.64740 1.63320
58 H 6.14650 -0.98700 3.89780
59 H 3.97670 0.15390 4.21310
60 H 2.54190 0.61090 2.29270
61 S 0.05200 0.40760 -2.21270
62 C -1.44870 1.29040 -2.00140
63 S -2.03010 1.40580 -0.38690
64 C -2.09660 1.79890 -3.09460
65 C -3.27720 2.55080 -2.95970
66 N -4.22870 3.18060 -2.84780
67 C -1.59890 1.54820 -4.38270
68 N -1.17790 1.26860 -5.41490
69 N -1.30380 -4.01260 -4.55540
70 C -0.94100 -2.71650 -3.85870
71 C -2.18210 -2.13120 -3.21020
72 C -2.55950 -2.74320 -1.84390
73 N -2.37640 -1.74490 -0.80600
74 C -1.72300 -3.97510 -1.47950
75 C -0.20610 -3.80020 -1.63000
76 N 0.32600 -3.13610 -0.44960
77 C 0.17920 -2.95800 -2.86550
78 H -2.02030 -3.84070 -5.26980
79 H -1.67480 -4.66060 -3.84400
80 H -0.48480 -4.43400 -5.00680
81 H -0.59200 -2.03110 -4.63520
82 H -3.02460 -2.18720 -3.90010
83 H -1.98020 -1.07220 -3.05790
84 H -3.61220 -3.07830 -1.90200
85 H -2.65500 -2.11990 0.09530
86 H -2.94990 -0.92590 -0.98210
87 H -2.06250 -4.84020 -2.05770
88 H -1.93150 -4.21190 -0.43400
89 H 0.21930 -4.81650 -1.74070
90 H 1.33830 -3.10810 -0.48450
91 H 0.05320 -3.61630 0.40220
92 H 1.04060 -3.39800 -3.36940
93 H 0.47900 -1.97060 -2.50980

The ion C3H10NS with charge +1 in a non-equilibrium geometry, computed with ωB97M-V/def2-TZVPD.

The value obtained for the highest occupied orbital energy is -13.89 eV. Its energy is -15587.8064 eV. Its charge is +1. The energy above the lowest of the compared OMol25 structures with the same formula, charge and spin is 99.05 kcal/mol. As for the spin multiplicity: 1.

Geometry (Å):
1 C -1.04297 -0.50629 -1.45965
2 N -0.48162 0.40134 -2.41485
3 H -0.62205 -1.52129 -1.50805
4 H -2.13738 -0.58148 -1.58474
5 H -0.91738 1.30550 -2.26725
6 H 0.55382 0.31118 -2.52091
7 C 0.87031 -1.34734 0.89656
8 S -0.84354 0.07620 0.53673
9 C 0.22613 1.54573 1.86930
10 H 0.86464 -2.37813 1.41619
11 H 1.08613 -1.49917 -0.16512
12 H 1.59512 -0.67570 1.28865
13 H -0.16589 1.22335 2.83564
14 H -0.15167 2.44808 1.38121
15 H 1.16635 1.19802 1.69627

A structure of composition C11H20N2O8Zn in a non-equilibrium geometry, computed with ωB97M-V/def2-TZVPD.

The value obtained for the highest occupied orbital energy is -8.77 eV. Its energy is -79509.6611 eV. The energy above the lowest of the compared OMol25 structures with the same formula, charge and spin is 29.10 kcal/mol. As for the spin multiplicity: 1.

Geometry (Å):
1 Zn 8.61726 9.77471 3.30939
2 C 7.51344 5.06718 4.93209
3 N 6.07304 5.56700 4.96893
4 C 5.06010 4.56199 4.95089
5 C 5.77703 6.79126 4.39935
6 O 4.61238 7.17472 4.18798
7 C 7.02448 7.58041 4.05727
8 O 6.76912 8.84555 3.44243
9 C 5.79449 9.73203 3.87455
10 C 6.18017 11.11129 3.32183
11 O 7.20654 11.15959 2.61214
12 N 5.49791 12.18320 3.70249
13 C 6.03805 13.52051 3.48438
14 C 4.45682 12.12335 4.71015
15 H 8.16953 5.83201 5.24774
16 H 7.57264 4.21028 5.60486
17 H 7.74220 4.72537 3.96334
18 H 4.59886 4.51428 5.95562
19 H 4.24178 4.80226 4.29119
20 H 5.54934 3.66211 4.62958
21 H 7.60897 7.73835 4.96572
22 H 7.58650 6.99764 3.32951
23 H 4.85037 9.52989 3.33817
24 H 5.69821 9.70939 4.92559
25 H 6.92832 13.54665 2.84224
26 H 5.27437 14.06984 3.01946
27 H 6.29958 13.91637 4.45193
28 H 4.96709 11.71202 5.61569
29 H 4.05555 13.13192 5.00223
30 H 3.58260 11.53691 4.39615
31 O 11.47094 10.89903 5.30998
32 C 10.55993 10.18887 4.93016
33 O 9.25594 10.49038 5.00145
34 C 10.71418 8.74667 4.31230
35 O 11.60997 7.98647 4.63869
36 O 9.92676 8.52060 3.32452
37 C 9.25842 13.63714 4.70729
38 O 8.25661 12.91982 5.35984
39 H 8.89096 14.64877 4.52951
40 H 9.46083 13.22486 3.70340
41 H 10.16047 13.75524 5.35367
42 H 8.64420 12.09268 5.57098

A structure of composition C9H27FNNbO7P3 in a non-equilibrium geometry, computed with ωB97M-V/def2-TZVPD.

The value obtained for the highest occupied orbital energy is -5.17 eV. Its energy is -57723.1063 eV. Its charge is -1. As for the spin multiplicity: 1.

Geometry (Å):
1 C 2.17792 2.95645 -2.65494
2 C 0.56555 3.23060 -2.53915
3 O -0.28053 2.35235 -3.36041
4 P -0.80354 0.93213 -2.49562
5 O 0.49428 0.22390 -1.93423
6 C -1.80639 1.49429 -0.92251
7 C -0.88000 1.32329 0.45944
8 C -0.92006 -0.22572 0.99610
9 Nb 0.95671 -0.92958 2.07794
10 O 2.08297 -1.10369 0.29089
11 P 1.78419 1.43340 2.56765
12 N 2.65366 2.11330 1.37573
13 C -0.12902 -1.08096 4.12278
14 C -0.25529 0.39099 4.86033
15 F 0.73486 -1.91215 5.03696
16 P 0.13432 -3.35776 1.64532
17 O 0.88823 -4.42799 2.53373
18 O 0.26793 -3.78526 -0.07059
19 O -1.61017 -3.29670 1.95729
20 O -1.88145 -0.09974 -3.39168
21 C -1.17077 -1.00163 -4.30897
22 C -1.97267 -2.46613 -4.21324
23 H 2.49767 1.83129 -2.58331
24 H 2.69547 3.44926 -3.59470
25 H 2.67280 3.49299 -1.71061
26 H 0.29693 3.26291 -1.40096
27 H 0.38739 4.33775 -2.94625
28 H -2.01255 2.65336 -1.04843
29 H -2.83863 0.94516 -0.84772
30 H 0.18341 1.72701 0.17932
31 H -1.34803 2.01009 1.28610
32 H -1.18497 -0.97441 0.10660
33 H -1.81545 -0.29738 1.77938
34 H 2.44560 -1.55741 2.96380
35 H 2.98824 -1.51217 0.46103
36 H 0.58649 2.26918 2.73015
37 H 2.56450 1.39978 3.79039
38 H 2.72458 1.40821 0.60401
39 H -1.14964 -1.66349 4.04340
40 H 0.84453 0.69421 5.21010
41 H -0.90635 0.24943 5.83616
42 H -0.71410 1.13558 4.08169
43 H -0.26265 -3.10949 -0.61316
44 H -2.05935 -4.10622 1.56256
45 H -1.20831 -0.69849 -5.43852
46 H -0.06199 -1.23785 -4.02155
47 H -1.65379 -2.96668 -3.17758
48 H -1.55550 -3.16873 -5.05035
49 H -3.14705 -2.33727 -4.23437

Kohn-Sham gap (hartree)
0.23545 0.30219 0.32572 0.23336